(1)
Density functional theory data (ωB97M-V/def2-TZVPD) for a molecular structure, C20H13ClN3O6SZr.

Geometry as XYZ:
```
45
Properties=species:S:1:pos:R:3:forces:R:3:lowdin_charge:R:1
Zr -0.305 0.293 -0.081 0.11 0.09 -0.25 1.65
N 2.572 0.684 3.570 -0.06 0.16 -0.01 0.05
C 1.934 0.691 2.355 0.00 -0.42 0.04 -0.86
S 0.193 0.717 2.432 0.02 -0.02 -0.17 0.60
N 2.702 0.588 1.319 -0.08 0.07 -0.08 -0.02
N 2.040 0.471 0.098 0.06 0.13 0.07 -0.11
C 2.869 0.412 -0.882 0.00 -0.01 -0.08 -0.07
C 2.582 0.269 -2.297 0.06 -0.02 0.15 -0.14
C 3.672 0.230 -3.175 0.05 0.00 -0.01 -0.05
C 3.499 0.082 -4.534 -0.06 0.00 -0.01 -0.10
C 2.202 -0.034 -5.038 0.04 0.00 0.02 -0.09
C 1.111 0.000 -4.195 0.00 0.00 -0.05 -0.01
C 1.281 0.152 -2.814 -0.13 0.03 -0.05 -0.32
O 0.227 0.188 -2.027 0.11 -0.07 0.30 -0.24
H 2.044 1.031 4.351 0.00 0.03 0.02 0.07
H 3.552 0.911 3.543 0.03 0.00 0.01 0.09
H 3.922 0.462 -0.609 0.01 0.03 -0.03 0.12
H 4.670 0.321 -2.761 -0.01 0.00 0.00 0.11
H 4.353 0.056 -5.198 0.00 0.00 0.00 0.09
H 2.046 -0.150 -6.104 0.00 0.00 0.00 0.10
H 0.101 -0.084 -4.572 0.00 0.00 0.00 0.12
O -4.502 4.976 -0.415 -0.01 0.02 0.01 0.14
C -3.687 4.097 -0.368 0.02 -0.02 -0.06 -0.24
C -2.162 4.274 -0.442 -0.02 -0.04 0.04 -0.27
O -1.574 5.321 -0.560 0.01 0.02 -0.01 0.12
C -1.626 2.906 -0.333 0.08 0.03 -0.02 -0.31
C -2.655 1.988 -0.209 -0.15 -0.12 -0.01 -0.27
O -2.327 0.709 -0.100 0.19 -0.01 0.08 -0.21
C -3.973 2.595 -0.233 0.04 -0.01 0.10 -0.30
O -5.068 2.085 -0.153 -0.03 0.00 -0.04 0.10
O -0.407 2.495 -0.344 -0.03 0.03 -0.02 -0.16
Cl -3.004 -3.637 5.209 0.01 0.00 -0.02 0.60
C -2.217 -3.189 3.711 0.02 0.01 -0.03 -0.68
C -2.976 -2.765 2.635 0.00 -0.01 0.01 -0.11
C -2.343 -2.413 1.452 -0.06 0.03 -0.01 -0.06
C -0.953 -2.472 1.312 0.06 -0.13 -0.03 -0.37
C -0.277 -2.030 0.068 -0.31 0.18 0.12 -0.27
C -0.223 -2.903 2.426 0.05 0.00 0.01 -0.08
C -0.837 -3.259 3.613 -0.03 -0.01 0.04 -0.12
H -4.052 -2.702 2.723 0.00 0.00 -0.01 0.10
H -2.944 -2.062 0.620 -0.01 0.00 0.01 0.11
H -0.815 -2.369 -0.825 -0.02 -0.02 0.00 0.05
H 0.747 -2.407 0.011 0.04 0.04 -0.03 0.05
H 0.859 -2.944 2.359 -0.01 0.00 0.01 0.11
H -0.252 -3.586 4.462 0.00 0.00 0.00 0.10
```
Positions in Å, forces in eV/Å.

Summary:
E_HOMO (Eh): -0.19342
HOMO-LUMO gap (eV): 7.193
Energy above the lowest of the compared OMol25 structures with the same formula, charge and spin (kcal per mole): 2.5
Net charge: -1
Electronic energy (hartree): -2291.3335



(2)
Density functional theory data (ωB97M-V/def2-TZVPD) for C3H6B2F4O2S in the gas phase.

Geometry as XYZ:
```
18
Properties=species:S:1:pos:R:3:forces:R:3:lowdin_charge:R:1
C -2.019 1.314 -1.022 0.06 0.19 -0.21 -0.05
O -1.678 0.066 -1.625 -0.13 -0.11 0.32 0.05
B -0.557 -0.591 -1.245 0.33 -0.36 -0.10 -0.62
O -0.406 -1.906 -1.667 -0.34 0.16 -0.04 0.14
B 0.750 0.185 -0.462 0.08 0.02 -0.12 -0.42
S 1.894 1.109 -1.525 -0.69 0.16 -0.12 0.87
C 1.061 0.113 1.119 0.03 0.17 0.01 -0.45
F 2.341 0.461 1.421 -0.02 0.12 0.14 0.08
F 0.237 1.001 1.779 -0.06 -0.08 -0.10 0.08
C 0.817 -1.271 1.733 -0.15 -0.01 0.12 -0.31
F 0.885 -1.209 3.082 0.14 -0.02 -0.12 0.10
F 1.783 -2.116 1.286 -0.17 0.07 -0.01 0.09
H -2.989 1.617 -1.415 0.07 -0.06 0.01 0.10
H -1.286 2.086 -1.277 -0.04 -0.08 0.06 0.09
H -2.095 1.217 0.064 0.04 0.02 -0.08 0.10
H -0.519 -2.584 -0.996 0.24 -0.04 -0.09 0.10
H 1.947 2.179 -0.713 0.54 -0.22 0.30 -0.10
H -0.166 -1.673 1.463 0.08 0.05 0.01 0.17
```
Positions in Å, forces in eV/Å.

Summary:
E_HOMO (Eh): -0.36331
HOMO-LUMO gap (eV): 9.278
SMILES: COB(O)B(S)C(F)(F)C(F)F
Electronic energy (hartree): -1115.8227



(3)
Density functional theory data (ωB97M-V/def2-TZVPD) for a molecular structure, C34H40N4O2P2Ru at a distorted geometry.

Geometry as XYZ:
```
83
Properties=species:S:1:pos:R:3:forces:R:3:lowdin_charge:R:1
Ru -0.076 0.573 -1.015 -0.94 -0.12 3.13 0.92
C -2.028 1.707 -7.171 -0.69 -0.44 -0.32 -0.11
C -2.170 0.397 -6.938 -0.42 0.25 -0.65 -0.13
C -1.331 -0.682 -7.566 -0.15 -0.16 -0.09 -0.18
C 0.165 -0.362 -7.703 0.34 -0.31 -0.18 -0.18
C 0.779 0.400 -6.560 0.77 0.05 -0.29 -0.13
C 0.807 1.735 -6.473 0.50 -0.31 -0.59 -0.09
C 0.340 2.603 -7.612 -0.15 0.68 -0.23 -0.17
C -1.067 2.276 -8.173 0.03 0.40 0.02 -0.18
C 1.374 0.890 0.436 0.41 -0.03 0.81 -0.19
H -2.739 2.433 -6.760 0.30 -0.40 0.01 0.09
H -3.031 -0.006 -6.399 0.25 0.48 0.06 0.09
H -1.700 -0.929 -8.580 -0.04 0.08 0.44 0.13
H -1.471 -1.603 -6.974 0.13 0.19 -0.16 0.10
H 0.679 -1.327 -7.764 0.03 0.15 -0.20 0.11
H 0.346 0.149 -8.658 0.05 -0.12 0.30 0.11
H 1.435 -0.232 -5.949 -0.41 0.58 0.09 0.08
H 1.305 2.274 -5.666 0.08 -0.40 0.00 0.10
H 1.030 2.533 -8.485 -0.11 -0.05 0.74 0.13
H 0.374 3.664 -7.302 -0.05 -0.50 -0.08 0.11
H -1.488 3.221 -8.529 0.02 -0.18 -0.12 0.12
H -0.978 1.625 -9.049 -0.13 0.10 0.26 0.11
H 0.876 1.506 1.196 0.16 0.13 -0.33 0.03
H 2.373 1.273 0.182 -0.62 -0.07 0.05 0.02
H 1.428 -0.142 0.842 0.07 0.38 -0.22 0.02
P 1.456 -0.374 -2.219 4.63 -0.96 -1.03 0.87
P -1.342 -1.044 -2.022 -3.33 0.79 -1.02 0.98
N 2.556 0.830 -2.741 -0.78 -0.14 0.35 -0.23
N 2.556 -1.536 -1.524 -0.61 0.77 0.18 -0.20
N -2.245 0.346 -2.706 0.66 -0.42 -0.21 -0.20
N -2.733 -1.829 -1.485 0.56 -0.60 0.60 -0.25
C 0.818 -1.199 -3.680 -0.43 -0.13 -0.22 -0.33
C -0.561 -1.837 -3.448 0.07 -0.61 0.15 -0.29
C 2.366 2.143 -2.311 0.94 0.62 -0.50 -0.18
C 3.421 2.903 -2.766 -0.62 -0.52 0.15 -0.05
C 4.295 2.034 -3.507 -0.84 -0.70 0.29 -0.04
C 3.737 0.766 -3.482 0.18 0.88 0.07 -0.09
C 3.427 -1.278 -0.454 0.36 -0.95 0.22 -0.13
C 4.139 -2.427 -0.168 -0.76 0.70 -0.67 -0.04
C 3.715 -3.436 -1.095 -0.94 0.74 -0.69 -0.05
C 2.740 -2.863 -1.906 0.66 -0.77 0.62 -0.12
C -1.823 1.606 -2.288 0.25 0.81 -0.69 -0.24
C -2.302 2.571 -3.182 -0.07 -0.66 0.42 0.00
C -3.083 1.870 -4.134 0.29 -0.45 0.21 -0.04
C -2.978 0.511 -3.859 0.20 0.62 0.54 -0.10
C -3.981 -1.919 -2.096 -0.70 -0.84 0.59 -0.10
C -4.787 -2.732 -1.313 1.07 0.79 -0.72 -0.04
C -4.015 -3.150 -0.188 1.11 0.62 -0.31 -0.05
C -2.762 -2.583 -0.308 -0.88 -0.49 -0.22 -0.11
H 1.563 -1.911 -4.064 -0.30 0.25 -0.02 0.10
H 0.706 -0.400 -4.416 0.04 0.07 0.17 0.05
H -1.238 -1.760 -4.310 0.32 -0.13 0.08 0.09
H -0.433 -2.890 -3.172 -0.22 0.00 -0.11 0.10
H 1.518 2.393 -1.684 0.25 0.18 -0.21 0.07
H 3.540 3.963 -2.580 0.08 -0.20 -0.08 0.11
H 5.224 2.327 -3.976 -0.14 -0.17 0.00 0.11
H 4.058 -0.166 -3.913 0.11 -0.02 0.01 0.12
H 3.447 -0.324 0.038 0.19 -0.08 -0.19 0.08
H 4.888 -2.526 0.606 -0.09 0.03 -0.13 0.11
H 4.090 -4.450 -1.176 -0.15 0.25 0.01 0.11
H 2.150 -3.274 -2.712 0.23 -0.16 0.15 0.10
H -1.499 1.790 -1.254 -1.11 0.82 -0.04 0.06
H -2.132 3.641 -3.102 -0.21 -0.32 -0.01 0.12
H -3.670 2.278 -4.948 0.21 -0.02 0.29 0.11
H -3.402 -0.348 -4.354 0.16 0.26 -0.16 0.10
H -4.179 -1.385 -3.004 -0.24 -0.19 0.12 0.08
H -5.803 -2.991 -1.542 -0.12 0.00 0.02 0.11
H -4.322 -3.786 0.618 -0.13 -0.10 0.13 0.10
H -1.883 -2.598 0.307 -0.06 -0.24 0.12 0.08
O -0.673 -1.437 1.490 -0.44 1.81 0.25 0.01
C -1.222 -0.329 1.692 0.44 -0.93 -1.17 -0.56
O -1.438 0.611 0.819 0.87 -1.00 0.47 -0.14
C -1.652 -0.056 3.117 -0.01 0.92 -0.96 -0.03
C -2.226 1.175 3.425 -0.55 0.87 0.93 0.04
C -2.512 1.502 4.747 -0.26 0.83 -2.20 0.04
C -2.231 0.577 5.764 0.37 -0.96 0.89 0.06
C -1.652 -0.670 5.464 0.27 -0.69 -0.77 0.01
C -1.364 -0.989 4.134 0.02 -0.69 2.02 0.08
H -2.421 1.854 2.604 -0.05 0.05 0.16 0.13
H -2.970 2.469 4.967 0.20 -0.35 0.08 0.14
H -2.464 0.836 6.797 0.05 -0.11 -0.19 0.14
H -1.449 -1.392 6.260 -0.05 0.37 -0.34 0.14
H -0.908 -1.936 3.850 -0.12 0.18 0.11 0.14
```
Positions in Å, forces in eV/Å.

Summary:
E_HOMO (spin up / spin down) (Eh): -0.47781 / -0.47802
HOMO-LUMO gap (spin up / spin down) (eV): 6.797 / 2.856
Energy above the lowest of the compared OMol25 structures with the same formula, charge and spin (kcal per mole): 0.0
Net charge: +2
Electronic energy (hartree): -2465.8916
2S+1: 5



(4)
Density functional theory data (ωB97M-V/def2-TZVPD) for a molecular structure, C19H31CeClN2O at a distorted geometry.

Geometry as XYZ:
```
55
Properties=species:S:1:pos:R:3:forces:R:3:lowdin_charge:R:1
C -1.522 -4.918 -1.915 0.21 -1.88 -1.09 -1.01
C -2.547 -4.818 -3.027 0.02 0.29 -0.16 -0.11
C -0.164 -5.333 -2.497 0.00 0.20 0.15 -0.10
C -1.986 -5.944 -0.902 0.16 0.14 0.33 -0.12
Cl -1.421 -3.383 -1.088 0.41 1.79 0.77 0.70
H -0.308 -6.327 -2.949 0.24 0.35 0.09 0.10
H 0.609 -5.394 -1.719 -0.24 -0.11 -0.15 0.08
H 0.184 -4.628 -3.265 -0.16 -0.22 0.11 0.08
H -2.733 -5.823 -3.401 -0.04 0.02 -0.16 0.10
H -2.190 -4.187 -3.848 -0.10 -0.09 0.10 0.09
H -3.477 -4.411 -2.640 -0.17 0.00 -0.05 0.08
H -2.174 -6.880 -1.415 0.01 -0.22 0.01 0.09
H -2.908 -5.604 -0.440 -0.14 -0.10 0.13 0.08
H -1.226 -6.092 -0.131 -0.14 -0.06 -0.02 0.09
C 0.856 1.706 -2.415 0.40 -0.63 -0.76 -0.18
C 1.991 0.881 -2.093 -0.80 -0.06 -0.87 -0.16
C 1.602 -0.488 -2.283 -0.14 0.60 -0.69 -0.13
H 2.984 1.242 -1.830 -0.28 -0.14 0.01 0.14
C 0.246 -0.512 -2.735 0.63 0.84 -0.25 -0.10
C -0.235 0.842 -2.781 1.16 -0.16 -0.26 -0.13
H -1.227 1.166 -3.102 0.31 -0.12 0.12 0.14
H 0.868 2.799 -2.435 -0.19 -0.45 0.03 0.14
H 2.268 -1.346 -2.178 -0.35 0.30 -0.03 0.14
H -0.271 -1.386 -3.134 -0.03 0.22 0.63 0.12
C 0.708 -0.365 2.293 0.27 -0.20 -0.35 -0.13
C 1.925 0.179 1.787 -0.01 -0.49 -0.17 -0.17
C 2.381 -0.668 0.724 -0.18 0.06 0.54 -0.17
H 2.477 1.024 2.209 -0.32 -0.30 -0.22 0.13
C 1.463 -1.761 0.610 0.03 0.44 0.45 -0.14
C 0.428 -1.577 1.574 0.50 0.60 -0.20 -0.10
H -0.382 -2.282 1.777 0.23 0.37 -0.18 0.13
H 0.149 0.042 3.142 0.16 -0.25 -0.42 0.13
H 3.306 -0.538 0.159 -0.32 -0.15 0.30 0.14
H 1.616 -2.642 -0.010 -0.28 0.34 0.03 0.13
Ce 0.293 0.567 -0.263 -0.69 -1.80 1.82 1.43
C -2.388 2.828 2.240 -0.70 -0.37 0.23 -0.01
N -1.217 3.686 2.322 0.76 -0.48 -1.17 -0.09
C -1.385 4.995 2.955 0.06 0.23 0.35 0.00
C -0.214 3.345 1.501 -0.14 0.69 1.06 -0.39
O -0.406 2.365 0.669 -0.06 0.64 0.17 -0.20
N 0.997 3.936 1.523 -0.19 -0.82 -0.20 -0.09
C 1.920 3.523 0.472 -0.09 0.09 -0.38 -0.01
C 1.626 4.439 2.750 0.02 0.43 0.42 0.00
H -3.031 3.056 3.098 0.15 -0.19 -0.34 0.11
H -2.085 1.776 2.279 -0.17 0.26 0.19 0.09
H -2.940 2.980 1.300 0.08 0.10 0.34 0.12
H -0.979 4.990 3.975 -0.20 0.05 -0.23 0.11
H -0.898 5.788 2.379 -0.14 -0.23 0.03 0.11
H -2.468 5.182 2.995 0.47 0.11 0.01 0.11
H 1.444 3.657 -0.505 0.26 0.11 0.21 0.09
H 2.801 4.168 0.538 -0.14 -0.30 -0.19 0.12
H 2.229 2.455 0.569 0.06 0.55 0.10 0.08
H 1.264 3.923 3.652 0.02 0.07 -0.41 0.11
H 2.706 4.252 2.651 -0.46 0.20 0.20 0.11
H 1.440 5.515 2.860 0.25 -0.30 0.05 0.10
```
Positions in Å, forces in eV/Å.

Summary:
E_HOMO (spin up / spin down) (Eh): -0.56322 / -0.56322
HOMO-LUMO gap (spin up / spin down) (eV): 7.327 / 7.325
Energy above the lowest of the compared OMol25 structures with the same formula, charge and spin (kcal per mole): 20.5
Net charge: +2
Electronic energy (hartree): -1862.1014